DFT (ωB97M-V/def2-TZVPD) results for a structure of composition C2H5INO4S2.

XYZ file:
```
15
Properties=species:S:1:pos:R:3:forces:R:3:lowdin_charge:R:1
C -0.408840 -2.255673 0.378237 -0.004 0.168 0.079 -0.1332
C -0.471672 -0.813550 -0.112355 0.072 -0.497 -0.184 -0.3214
S 1.113781 -0.024140 0.103346 0.386 0.005 -0.290 0.4844
O 1.369483 0.081692 1.516492 -0.081 0.057 0.113 -0.3314
O 2.052963 -0.814975 -0.664534 -0.112 0.182 0.057 -0.3483
N 0.995596 1.404157 -0.656840 -0.651 -0.145 0.339 -0.4121
S -0.271387 2.288461 -0.320731 0.331 -0.160 -0.131 0.0670
O -1.301642 2.218918 -1.325732 0.055 0.024 -0.085 -0.4150
O -0.719714 2.276371 1.046018 -0.003 -0.026 0.079 -0.4037
I 0.720509 4.517859 -0.657825 0.071 0.236 -0.036 0.4282
H -0.244992 -2.298811 1.452311 -0.041 0.036 0.098 0.0716
H -1.343533 -2.758972 0.140515 -0.082 -0.097 0.019 0.0652
H 0.410525 -2.782918 -0.100431 0.061 -0.062 -0.116 0.0658
H -0.649613 -0.790590 -1.185181 -0.053 0.095 -0.082 0.0973
H -1.251462 -0.247830 0.386710 0.050 0.185 0.141 0.0858
```
Positions in Å, forces in eV/Å.

- Charge: -1
- HOMO-LUMO gap: 8.582 eV
- HOMO: -5.87 eV
- E: -1529.06049 Ha